(1)
Here is a molecular structure, C33H89F6N6O15S2Sr in a non-equilibrium geometry from the OMol25 dataset. Energies are from ωB97M-V/def2-TZVPD.

Last column: Löwdin charge in e.
Atoms and positions in Å:
Sr  1.029  -3.036  -0.573  1.58
C  1.510  1.166  0.977  -0.64
F  2.057  1.578  -0.161  0.13
F  2.422  0.492  1.687  0.13
F  1.056  2.197  1.673  0.16
S  0.045  0.021  0.685  0.63
O  0.245  -1.052  1.638  -0.33
O  -1.145  0.758  0.852  -0.23
N  0.307  -0.636  -0.848  -0.41
S  -0.426  0.381  -1.863  0.55
O  -1.749  -0.072  -2.161  -0.25
O  -0.274  1.761  -1.560  -0.25
C  0.536  0.131  -3.415  -0.65
F  0.110  0.966  -4.336  0.18
F  1.832  0.458  -3.152  0.09
F  0.529  -1.136  -3.837  0.13
C  3.248  3.513  -3.052  -0.16
O  4.599  3.894  -2.879  -0.11
H  2.858  2.999  -2.166  0.05
H  2.656  4.413  -3.229  0.07
H  3.113  2.837  -3.894  0.08
H  4.617  4.729  -2.403  0.07
C  -0.231  4.152  4.157  -0.09
C  -1.089  2.961  4.495  -0.31
O  -1.991  2.739  3.414  -0.10
H  -0.834  5.047  3.997  0.09
H  0.289  3.989  3.206  0.04
H  0.542  4.345  4.900  0.07
H  -1.629  3.167  5.427  0.11
H  -0.471  2.068  4.658  0.10
H  -2.414  1.879  3.530  0.02
C  3.095  -1.041  5.383  -0.09
C  1.622  -1.224  5.118  -0.26
O  1.446  -2.108  3.982  -0.13
H  3.584  -0.507  4.558  0.07
H  3.638  -1.945  5.650  0.08
H  3.319  -0.315  6.176  0.07
H  1.185  -0.234  4.977  0.11
H  1.120  -1.737  5.938  0.12
H  1.100  -1.534  3.284  0.02
C  0.198  5.517  0.528  -0.08
C  0.732  5.093  -0.824  -0.29
O  1.623  6.144  -1.307  -0.10
H  -0.350  6.452  0.417  0.09
H  0.973  5.590  1.287  0.06
H  -0.547  4.780  0.844  0.06
H  -0.100  5.078  -1.532  0.11
H  1.290  4.157  -0.829  0.08
H  1.613  6.107  -2.266  0.06
C  -3.296  3.939  -0.788  -0.08
C  -4.100  2.695  -0.435  -0.30
O  -4.777  2.850  0.814  -0.08
H  -2.641  4.191  0.045  0.06
H  -3.928  4.775  -1.084  0.08
H  -2.689  3.723  -1.674  0.07
H  -3.468  1.804  -0.458  0.09
H  -4.878  2.576  -1.192  0.11
H  -4.147  2.680  1.522  0.05
C  -0.725  2.911  -7.013  -0.09
C  0.037  3.458  -8.205  -0.31
O  0.059  2.549  -9.310  -0.08
H  -1.600  2.329  -7.306  0.08
H  -1.140  3.706  -6.385  0.08
H  -0.054  2.348  -6.366  0.05
H  1.075  3.618  -7.881  0.11
H  -0.319  4.417  -8.570  0.11
H  0.279  1.686  -8.949  0.07
C  -2.869  -2.084  3.981  -0.04
C  -3.464  -1.294  2.815  -0.43
C  -4.778  -1.823  2.305  -0.19
O  -4.626  -3.125  1.753  -0.21
C  -5.642  -3.458  0.861  -0.13
N  -3.617  0.123  3.210  0.06
H  -1.891  -1.632  4.154  0.08
H  -2.741  -3.126  3.689  0.06
H  -3.488  -2.024  4.876  0.09
H  -2.699  -1.335  2.032  0.11
H  -5.316  -1.130  1.651  0.13
H  -5.426  -1.963  3.192  0.14
H  -5.716  -2.770  0.006  0.10
H  -6.636  -3.461  1.339  0.10
H  -5.515  -4.465  0.465  0.09
H  -3.787  0.640  2.344  0.07
H  -4.526  0.215  3.669  0.10
C  -0.322  -5.382  3.376  -0.02
C  -0.112  -4.910  1.947  -0.40
C  -1.314  -4.121  1.430  -0.19
O  -1.256  -3.863  0.013  -0.35
C  -2.470  -3.361  -0.566  -0.04
N  1.072  -4.047  1.784  -0.05
H  0.633  -5.709  3.790  0.09
H  -1.095  -6.144  3.409  0.09
H  -0.584  -4.517  3.991  0.08
H  -0.085  -5.719  1.204  0.15
H  -1.473  -3.167  1.944  0.10
H  -2.232  -4.679  1.659  0.14
H  -3.201  -4.180  -0.584  0.10
H  -2.260  -3.102  -1.602  0.08
H  -2.932  -2.569  0.018  0.09
H  1.078  -3.319  2.507  0.04
H  1.867  -4.570  2.162  0.10
C  3.595  2.659  5.586  -0.06
C  4.459  3.346  4.550  -0.44
C  3.719  3.614  3.259  -0.24
O  4.574  4.286  2.389  -0.17
C  4.139  4.314  1.048  -0.08
N  5.039  4.579  5.143  0.04
H  4.155  2.168  6.378  0.08
H  2.955  1.901  5.126  0.05
H  3.003  3.465  6.027  0.08
H  5.362  2.791  4.268  0.14
H  2.782  4.167  3.445  0.13
H  3.411  2.640  2.839  0.11
H  3.313  5.018  0.901  0.08
H  3.832  3.315  0.708  0.08
H  4.980  4.634  0.437  0.09
H  5.630  4.997  4.422  0.07
H  4.302  5.295  5.124  0.08
C  -5.292  -4.564  -6.082  -0.05
C  -4.013  -4.988  -5.382  -0.44
C  -3.782  -4.232  -4.089  -0.23
O  -3.540  -2.852  -4.230  -0.17
C  -2.372  -2.496  -4.906  -0.11
N  -4.104  -6.442  -5.070  0.03
H  -6.130  -4.644  -5.391  0.09
H  -5.480  -5.284  -6.879  0.08
H  -5.185  -3.551  -6.464  0.08
H  -3.144  -4.842  -6.028  0.12
H  -2.902  -4.714  -3.601  0.12
H  -4.591  -4.325  -3.366  0.13
H  -2.144  -3.087  -5.793  0.08
H  -1.511  -2.584  -4.217  0.07
H  -2.393  -1.446  -5.193  0.10
H  -3.853  -6.957  -5.904  0.07
H  -3.423  -6.683  -4.357  0.06
C  5.183  -1.577  -2.726  -0.04
C  4.265  -2.297  -1.752  -0.40
C  3.897  -1.433  -0.554  -0.20
O  3.275  -2.270  0.402  -0.33
C  4.081  -2.588  1.536  -0.04
N  2.960  -2.653  -2.401  -0.03
H  5.371  -2.188  -3.610  0.09
H  6.172  -1.409  -2.292  0.09
H  4.805  -0.599  -3.034  0.09
H  4.738  -3.231  -1.442  0.15
H  3.272  -0.593  -0.881  0.12
H  4.809  -0.948  -0.190  0.15
H  3.475  -3.056  2.301  0.07
H  4.492  -1.677  1.979  0.10
H  4.917  -3.212  1.212  0.11
H  2.683  -1.728  -2.741  0.05
H  3.060  -3.208  -3.246  0.10

Output
Orbital gap ... 7.9 eV
Total energy ... -4193.8850 hartree
Net charge ... +1

---

(2)
Here is 2 unconnected molecules or ions with the total composition C2H4NO3S2 in a non-equilibrium geometry from the OMol25 dataset. Energies are from ωB97M-V/def2-TZVPD.

Last column: Löwdin charge in e.
Atoms and positions in Å:
C  -1.516  0.186  0.553  -0.53
C  0.503  0.543  -0.932  -0.77
N  -2.134  -0.633  -0.122  0.11
O  0.622  -1.975  -0.406  -0.39
O  -1.434  1.002  1.390  0.06
O  1.441  -0.264  1.461  -0.54
S  0.959  2.299  -0.399  0.48
S  1.572  -0.561  0.033  0.71
H  0.690  0.696  -2.035  -0.02
H  0.607  -2.417  0.466  0.02
H  -1.773  -1.254  -0.856  0.05
H  0.463  2.379  0.847  -0.19

Output
Energy above the lowest of the compared OMol25 structures with the same formula, charge and spin ... 2.3374 eV
Orbital gap ... 6.4 eV
Total energy ... -1155.4283 hartree
Net charge ... -1

---

no.,highest occupied orbital energy (eV)
1,-11.056
2,-2.897